DFT (the ωB97M-V functional and the def2-TZVPD basis) results for a cluster of 12 separate species, C45H117N3O15 in total.

```
180
Properties=species:S:1:pos:R:3:forces:R:3:mulliken_charge:R:1
C 21.535794 11.425643 14.083233 0.8 -0.3 2.4 -0.68
O 20.681691 12.106303 13.232831 -0.1 1.4 -0.2 -0.29
C 20.531281 13.436974 13.778622 0.9 0.4 -0.6 -0.69
C 19.521314 14.275501 13.027354 -0.5 -0.8 -0.2 -0.39
N 19.165049 15.544402 13.680156 0.1 -0.7 0.0 -0.22
C 17.941744 16.086197 13.109732 0.1 1.9 0.5 0.78
C 16.603317 15.551792 13.605756 -0.1 -0.6 -0.4 0.79
O 16.332942 14.251038 13.010038 -0.4 1.2 0.6 -0.32
C 14.966452 13.931791 13.103407 -0.7 -0.6 -0.4 -0.51
H 22.549977 11.897785 14.237053 -0.7 -0.3 -0.7 0.27
H 21.676303 10.364813 13.823329 -0.3 0.5 -0.3 0.27
H 21.124888 11.480328 15.142789 0.2 -0.4 -0.9 0.28
H 21.495630 13.979229 13.753037 0.1 -0.4 0.1 0.35
H 20.260636 13.336902 14.813124 -0.4 0.1 0.7 0.45
H 18.641068 13.627309 12.985042 -0.2 0.4 -0.1 0.26
H 19.840733 14.420485 11.988613 0.1 0.0 0.0 0.20
H 19.903730 16.250998 13.579575 -0.4 -0.6 0.0 0.36
H 17.985518 16.174192 12.030846 -0.3 -0.7 -0.7 -0.36
H 17.973309 17.171307 13.342510 -0.3 -0.4 0.3 -0.85
H 15.773820 16.223766 13.278014 0.6 -0.2 0.1 -0.68
H 16.580209 15.509247 14.717696 0.1 -0.2 -0.5 0.55
H 14.246591 14.699494 12.742983 0.8 0.0 0.2 -0.15
H 14.629134 13.592556 14.085874 0.3 0.4 0.4 0.30
H 14.783998 13.067331 12.475780 0.2 -0.2 -0.3 0.34
C 19.746322 28.641705 19.324242 -0.9 -0.4 0.0 -0.81
O 20.512255 27.508648 19.056092 0.3 -0.8 0.7 -0.30
C 20.457874 26.615375 20.186336 0.2 -0.8 -1.5 -0.43
C 21.037755 25.245467 19.784339 0.0 0.3 0.1 -1.05
N 20.406594 24.451996 18.771444 -2.2 -0.9 -0.2 -0.26
C 19.004102 23.957163 19.005404 0.7 -0.2 -0.7 -0.73
C 18.506256 23.078026 17.797197 0.4 1.7 0.0 -0.19
O 18.633681 23.749729 16.525663 0.2 -0.1 0.8 -0.45
C 18.284053 22.926687 15.424198 -0.7 0.1 -0.4 0.56
H 18.722269 28.372352 19.581396 -0.3 -0.3 0.2 0.33
H 19.635520 29.234126 18.441494 0.5 0.5 -0.6 0.29
H 20.108983 29.200902 20.164093 0.5 0.6 0.4 0.32
H 19.421000 26.549092 20.482600 -0.5 -0.2 0.3 0.37
H 21.036097 26.958870 21.025376 0.4 0.6 0.4 0.42
H 21.163340 24.628508 20.661019 -0.1 -0.1 0.6 0.47
H 22.034796 25.378375 19.386312 0.5 0.5 0.2 0.39
H 20.331281 25.012767 17.957594 0.2 0.5 -1.1 0.24
H 18.278002 24.765413 19.235672 0.3 -0.3 -0.1 0.31
H 19.068007 23.252729 19.847698 -0.3 0.3 0.0 0.31
H 17.450630 22.836778 17.946251 0.0 -0.3 0.2 0.30
H 19.133188 22.205068 17.771974 0.2 -0.7 0.0 0.20
H 18.701151 23.355056 14.514567 0.2 0.1 0.1 -0.13
H 17.185004 22.894195 15.254112 0.4 -0.2 0.4 -0.12
H 18.667740 21.900572 15.490241 0.0 0.2 0.2 -0.05
C 12.495886 17.033700 13.029762 0.0 -0.4 1.6 -0.86
O 11.468704 17.771736 12.458649 0.2 0.1 -2.3 -0.35
C 11.591212 17.853442 10.990836 0.4 0.1 1.1 0.22
C 10.389124 18.622864 10.487792 0.4 0.2 0.8 -1.08
N 10.328562 20.003260 11.007995 1.3 -1.2 -1.2 0.26
C 9.045729 20.606577 10.835520 -0.1 0.5 -0.6 -1.05
C 8.127499 20.349179 11.953246 -0.3 -1.2 1.7 -0.51
O 8.666584 20.990795 13.134475 -0.9 -0.9 -0.2 -0.25
C 7.917674 20.639563 14.320584 0.8 0.7 -1.0 -0.85
H 13.514588 17.402256 12.944074 0.2 0.4 -0.7 0.04
H 12.493839 15.963926 12.832543 -0.2 -0.2 -0.7 0.43
H 12.284528 17.075158 14.086713 0.0 0.1 0.6 0.47
H 11.622972 16.849009 10.517798 -0.2 0.3 0.5 0.47
H 12.562322 18.345614 10.728824 -0.7 -0.1 0.2 -0.18
H 9.470505 18.081158 10.736914 0.0 -0.2 -0.1 0.41
H 10.534701 18.644578 9.436156 -0.3 0.1 -1.2 0.40
H 10.592517 19.924987 11.963232 0.0 0.4 1.1 -0.01
H 8.593843 20.222647 9.914164 0.1 0.2 0.0 0.46
H 9.151207 21.685994 10.759646 0.1 0.2 -0.3 0.32
H 8.018079 19.220407 12.094052 0.1 1.2 0.2 0.28
H 7.148148 20.757353 11.746930 -0.5 0.1 0.0 0.53
H 8.047792 19.588791 14.539316 -0.2 -0.4 0.1 0.33
H 6.862406 20.918416 14.231850 0.1 -0.2 -0.1 0.33
H 8.375061 21.223374 15.104817 0.0 0.1 0.4 0.25
C 20.240245 25.158795 9.118419 -1.0 -0.3 -0.7 -1.60
C 19.308982 23.968557 9.508803 1.7 0.7 0.5 0.71
C 19.909318 22.632555 9.030327 -1.8 0.8 0.2 -0.74
O 19.296491 23.838023 10.945639 0.0 -0.3 -0.2 -0.08
H 21.299104 24.933931 9.290544 -0.3 0.2 0.2 0.30
H 19.871301 26.057434 9.623285 0.5 -0.1 0.3 0.37
H 20.096065 25.404625 8.047248 0.2 -0.4 0.3 0.42
H 18.319159 24.240672 9.134573 -0.2 -0.6 0.0 0.27
H 20.764388 22.453116 9.685181 0.1 -0.2 -0.6 0.04
H 20.072207 22.685559 7.964743 0.8 0.1 -0.3 0.60
H 19.154749 21.847874 9.116761 0.2 0.1 0.5 -0.43
H 18.839635 24.544431 11.421457 -0.1 0.3 -0.1 -0.19
C 16.939466 14.509967 9.400320 0.0 0.6 -1.4 -0.79
C 16.022225 15.697048 8.924256 -0.2 -1.8 0.9 -0.18
C 15.161987 16.289109 10.033288 0.8 1.5 0.2 0.07
O 16.763453 16.683101 8.326387 0.9 1.0 -0.3 -0.52
H 17.481184 14.729161 10.325636 -0.3 0.0 0.0 -0.22
H 17.722937 14.373814 8.590767 -1.0 -0.1 0.9 0.36
H 16.318734 13.607941 9.505639 0.4 0.1 0.1 0.41
H 15.348793 15.351105 8.142374 -0.1 -0.4 -0.1 0.44
H 15.812924 16.915836 10.709085 -0.6 -0.6 -0.5 -0.33
H 14.611530 15.605361 10.644239 -0.2 -0.7 0.3 0.37
H 14.451410 16.977545 9.560692 0.0 0.0 0.2 0.18
H 17.373795 17.027883 9.011051 0.1 0.2 -0.3 0.47
C 13.155607 22.369248 11.541952 0.2 -0.1 -0.3 -0.23
C 13.277825 22.197487 10.040126 -0.3 0.7 -1.2 0.46
C 14.673002 22.409423 9.466118 -0.3 -0.7 1.8 -1.37
O 12.824145 20.927694 9.601870 0.0 -0.1 0.1 -0.59
H 12.164146 22.009382 11.848834 0.1 0.6 0.2 0.38
H 13.399862 23.408712 11.793507 -0.5 -0.1 0.2 0.32
H 13.875322 21.759959 12.082197 0.3 -0.3 -0.1 -0.50
H 12.705306 23.007476 9.526724 -0.4 -0.5 0.5 0.09
H 15.348677 21.771532 10.041269 0.3 0.5 0.1 0.01
H 14.899757 23.466656 9.463281 0.5 0.2 0.2 0.47
H 14.712254 22.033123 8.487484 -0.1 -0.3 -1.5 0.62
H 11.926623 20.769057 9.952221 0.1 0.0 0.2 0.35
C 12.713669 20.825518 14.916601 -0.5 0.9 0.8 -1.32
C 13.796238 21.914620 15.058252 0.9 -0.8 0.1 1.31
C 13.700336 22.806563 16.275824 -0.4 0.0 0.3 -1.70
O 15.123214 21.379617 15.018263 0.5 -0.7 0.2 0.34
H 11.792562 21.436329 14.834479 0.0 -0.7 -0.3 0.43
H 12.563829 20.176169 15.809744 0.4 0.5 -0.4 0.36
H 12.861328 20.166835 14.052331 0.0 0.4 0.0 0.02
H 13.795521 22.532112 14.170060 -0.3 0.2 -0.3 -0.23
H 14.430371 23.629572 16.279256 -0.3 -0.3 -0.3 0.25
H 13.878695 22.228023 17.178506 0.1 -0.2 0.2 0.40
H 12.692880 23.200937 16.369690 -0.1 0.3 0.0 0.45
H 15.270433 20.741108 15.743487 -0.3 0.5 -0.4 -0.13
C 22.052291 20.585864 11.821826 1.2 -0.8 -0.8 -1.32
C 21.668789 21.543417 12.904431 -0.9 0.9 -0.5 0.74
C 22.502957 22.833131 12.960700 -1.5 -0.1 -0.1 -1.45
O 20.279245 21.861890 12.701545 0.0 -0.6 0.9 0.21
H 22.248708 21.060069 10.844212 -0.2 0.0 0.4 0.24
H 21.299077 19.806137 11.675934 -0.1 0.2 0.1 0.10
H 22.975369 20.047559 12.089300 -0.1 0.2 -0.1 0.49
H 21.715780 21.002860 13.859149 0.0 0.3 0.0 0.32
H 22.244396 23.382218 13.855826 0.3 0.0 0.5 0.35
H 22.295753 23.556895 12.161980 -0.1 -0.5 -0.3 0.18
H 23.518988 22.566274 12.910172 1.5 -0.1 0.2 0.47
H 20.161435 22.591766 12.083613 0.1 0.3 -0.4 -0.46
C 19.302794 18.712435 7.616340 -1.1 -0.1 0.7 -1.64
C 18.683167 19.249421 8.935413 1.2 -0.1 -0.6 1.08
C 17.390504 19.913945 8.538676 -0.4 -0.3 2.1 -1.50
O 18.522624 18.105216 9.777620 0.1 -0.1 -0.2 -0.45
H 18.677939 17.826666 7.386513 0.5 0.3 -0.2 0.28
H 20.345884 18.429071 7.701854 0.1 0.0 -0.1 0.38
H 19.104341 19.457802 6.843954 0.5 -0.1 -0.1 0.43
H 19.343064 19.991117 9.426955 -0.1 -0.6 -0.1 0.04
H 17.597748 20.651288 7.802558 -0.2 0.5 -0.9 0.66
H 16.928595 20.437291 9.394440 0.1 -0.3 -0.3 -0.17
H 16.730069 19.108111 8.257020 -0.5 0.1 -0.6 0.60
H 18.461643 18.356922 10.707555 -0.1 0.5 0.2 0.12
C 17.233204 21.603403 12.124890 0.4 -1.3 -0.8 1.74
C 17.272264 20.137572 12.628637 -0.6 0.9 0.6 3.16
C 16.021338 19.341100 12.256267 0.7 0.3 0.5 0.68
O 18.430126 19.414884 12.181090 -0.7 -0.1 0.0 0.62
H 17.275383 21.637313 11.034044 -0.5 -0.1 -0.1 -1.15
H 18.136372 22.128581 12.352510 0.3 0.3 0.8 -0.77
H 16.356569 22.109705 12.501182 -0.2 0.1 0.1 -0.36
H 17.327481 20.213216 13.731661 -0.1 -0.2 -0.3 -1.70
H 16.065155 18.375353 12.744836 0.0 -0.4 -0.1 -1.52
H 15.942185 19.238468 11.190659 0.0 -0.2 -0.6 0.60
H 15.116946 19.807770 12.611468 -0.2 0.5 0.2 -0.43
H 19.162861 20.019088 12.276159 0.7 0.6 0.1 -0.68
C 16.326884 18.252079 16.345423 -0.6 0.2 0.4 -0.54
C 17.785254 18.029547 16.474466 1.4 -1.1 0.2 1.46
C 18.629490 19.256175 16.393911 0.5 0.7 0.4 -0.88
O 18.122880 17.290201 17.662277 -0.2 -0.4 -0.2 -0.65
H 16.208080 18.859721 15.457720 -0.6 0.0 -0.4 -0.43
H 15.848921 18.744473 17.208279 0.5 0.2 -0.1 0.39
H 15.825209 17.299297 16.289485 -0.3 -0.3 -0.5 0.38
H 18.150501 17.387784 15.655385 -0.4 -0.1 0.3 -0.60
H 18.166923 20.049639 16.984031 0.1 0.2 0.2 0.33
H 18.728190 19.654005 15.372567 0.2 -0.3 0.3 -0.25
H 19.605808 18.984224 16.847699 -0.4 0.5 -0.6 0.38
H 18.218376 17.875355 18.416596 -0.1 0.3 0.0 0.38
C 16.538121 26.408975 10.968218 -0.2 1.3 -0.5 -0.86
C 16.626480 26.204010 12.473387 0.3 0.9 0.1 0.39
C 15.634354 25.178961 12.957524 -0.6 -0.7 -0.8 -0.49
O 17.996850 25.799244 12.754563 -0.2 0.3 0.9 -0.59
H 16.938587 25.563462 10.424323 0.0 -0.5 0.0 -0.13
H 17.128538 27.289397 10.609562 -0.4 -0.6 0.5 0.29
H 15.485095 26.564926 10.632341 0.7 -0.2 0.4 0.37
H 16.425559 27.174718 13.010982 0.2 -0.8 -0.5 0.35
H 15.881002 24.909991 13.960740 0.1 -0.3 0.9 0.21
H 15.650462 24.241775 12.340642 0.1 0.8 0.4 -0.34
H 14.601222 25.572455 12.961976 0.5 -0.1 -0.1 0.49
H 18.200977 25.907688 13.718236 -0.4 -0.2 -1.3 0.25
```
Positions in Å, forces in eV/Å.

## Properties
SMILES: COCCNCCOC.COCCNCCOC.COCCNCCOC.CC(C)O.CC(C)O.CC(C)O.CC(C)O.CC(C)O.CC(C)O.CC(C)O.CC(C)O.CC(C)O
Total charge: 0
Energy relative to the best compared isomer or geometry (same formula, charge and spin) in kcal/mol: 37.8
Frontier orbital gap in eV: 9.18